Record 1
{"formula": "C19H45I2NOP3Ru", "method": "wB97M-V/def2-TZVPD", "species": ["I", "I", "Ru", "P", "C", "C", "H", "H", "H", "H", "H", "H", "C", "H", "H", "H", "P", "C", "C", "H", "H", "H", "C", "H", "H", "H", "H", "H", "H", "C", "O", "C", "C", "C", "C", "P", "N", "C", "C", "C", "C", "C", "C", "C", "C", "H", "H", "H", "H", "H", "H", "H", "H", "H", "H", "H", "H", "H", "H", "H", "H", "H", "H", "H", "H", "H", "H", "H", "H", "H", "H", "H"], "coordinates": [[1.326, 3.720, -1.515], [1.163, 0.639, -2.020], [-0.160, -0.566, 0.254], [1.794, 0.212, 1.205], [3.116, -0.987, 0.774], [2.594, 1.835, 0.988], [3.357, 2.002, 1.770], [2.622, 0.211, 3.490], [1.822, 2.613, 1.081], [1.015, 0.979, 3.354], [3.434, -0.803, -0.262], [3.068, 1.923, 0.003], [1.633, 0.138, 3.019], [3.965, -0.839, 1.459], [1.143, -0.789, 3.326], [2.763, -2.025, 0.850], [-1.844, 0.295, -1.071], [-2.086, -0.849, -2.496], [-3.436, 0.315, -0.186], [-1.542, 2.710, -1.141], [-2.841, 2.130, -2.250], [-1.117, 2.006, -2.695], [-1.829, 1.937, -1.863], [-3.351, 1.014, 0.656], [-4.248, 0.654, -0.846], [-3.032, -0.601, -2.999], [-2.112, -1.906, -2.196], [-3.700, -0.672, 0.206], [-1.249, -0.717, -3.198], [0.460, -1.904, -0.855], [0.937, -2.654, -1.626], [-0.651, -2.187, 5.127], [-1.902, -2.233, 4.237], [-2.923, -3.093, 5.004], [-2.436, -0.798, 4.108], [-1.562, -2.889, 2.522], [-0.884, -1.602, 1.635], [-0.293, -4.241, 2.539], [-0.613, -5.357, 3.551], [-0.172, -4.861, 1.140], [1.096, -3.684, 2.890], [-3.151, -3.457, 1.691], [-2.967, -3.502, 0.164], [-3.596, -4.859, 2.165], [-4.309, -2.482, 1.990], [-0.966, -1.702, 6.063], [0.149, -1.566, 4.710], [-0.272, -3.181, 5.401], [-2.959, -2.670, 6.017], [-3.940, -3.025, 4.605], [-2.632, -4.149, 5.077], [-1.829, -0.200, 3.418], [-3.486, -0.762, 3.793], [-2.369, -0.333, 5.103], [-1.561, -5.870, 3.355], [0.193, -6.097, 3.444], [-0.613, -5.004, 4.588], [-1.016, -5.515, 0.882], [-0.028, -4.083, 0.374], [0.727, -5.499, 1.145], [1.342, -2.803, 2.285], [1.187, -3.438, 3.953], [1.832, -4.470, 2.659], [-2.400, -4.381, -0.155], [-3.967, -3.543, -0.293], [-2.463, -2.604, -0.216], [-3.706, -4.955, 3.253], [-4.588, -5.016, 1.725], [-2.957, -5.671, 1.801], [-4.736, -2.648, 2.986], [-4.004, -1.438, 1.883], [-5.124, -2.683, 1.273]], "atomic_forces_ev_per_a": [[0.107, 0.435, -0.182], [0.555, -0.144, 0.228], [-0.420, 1.163, 0.009], [2.556, -0.921, 1.862], [0.049, 0.137, 0.061], [-0.245, 0.461, -0.272], [-0.363, -0.240, -0.270], [-0.213, 0.018, -0.076], [0.240, -0.072, 0.182], [0.124, -0.113, 0.019], [0.023, -0.069, 0.303], [0.018, -0.168, 0.295], [-0.015, 0.126, 0.087], [-0.159, -0.075, -0.284], [0.218, 0.184, -0.188], [0.128, 0.382, 0.058], [-2.453, -1.303, -1.964], [-0.107, 0.195, -0.070], [0.000, 0.100, 0.291], [-0.350, -0.073, -0.039], [0.229, -0.071, 0.250], [-0.463, -0.239, 0.187], [0.290, 0.431, 0.063], [-0.158, -0.094, -0.104], [0.306, -0.012, 0.078], [0.304, -0.045, 0.041], [-0.048, 0.410, 0.037], [0.238, 0.264, -0.262], [-0.347, -0.029, 0.096], [1.692, -3.358, -3.540], [-1.974, 2.765, 3.334], [0.237, 0.129, 0.138], [-0.012, 0.201, 0.251], [-0.282, -0.156, -0.039], [-0.239, 0.251, 0.157], [-0.404, -0.348, 0.171], [0.104, -0.265, -0.219], [0.489, -0.302, -0.123], [-0.279, -0.101, 0.143], [0.042, -0.206, -0.203], [0.193, 0.129, 0.123], [-0.242, -0.099, -0.059], [0.121, -0.036, -0.152], [-0.011, -0.139, 0.053], [-0.156, 0.019, 0.086], [0.127, -0.153, -0.250], [-0.145, -0.273, 0.155], [-0.070, 0.389, -0.152], [-0.008, -0.222, -0.189], [0.328, -0.093, 0.125], [-0.077, 0.341, 0.080], [-0.071, 0.042, 0.131], [0.362, 0.027, 0.088], [-0.094, -0.064, -0.327], [0.329, 0.147, 0.062], [-0.203, 0.143, 0.107], [0.052, -0.150, -0.278], [0.255, 0.350, 0.000], [-0.106, -0.422, 0.109], [-0.320, 0.228, -0.076], [0.026, -0.171, 0.144], [0.099, -0.016, -0.367], [-0.226, 0.304, 0.149], [-0.163, 0.228, -0.042], [0.363, -0.083, 0.075], [-0.108, -0.131, 0.058], [0.029, 0.106, -0.349], [0.127, -0.040, 0.088], [-0.121, 0.259, 0.058], [0.155, 0.235, -0.343], [-0.215, -0.185, 0.146], [0.353, 0.080, 0.237]], "lowdin_spin": [1.374, 0.468, 0.672, 0.101, 0.012, 0.051, 0.004, 0.004, 0.017, 0.000, 0.001, 0.012, 0.026, 0.003, 0.001, 0.000, 0.044, 0.020, 0.004, 0.003, 0.000, 0.005, 0.014, 0.000, 0.001, 0.003, 0.001, 0.000, 0.003, 0.032, 0.031, 0.001, 0.023, 0.004, 0.014, 0.087, 0.883, 0.023, 0.005, 0.002, 0.001, 0.021, 0.000, 0.005, 0.001, 0.001, 0.000, 0.000, 0.002, 0.000, 0.000, 0.008, 0.000, 0.000, 0.000, 0.002, 0.000, 0.000, 0.001, 0.000, 0.000, 0.000, 0.000, 0.000, 0.000, 0.000, 0.000, 0.002, 0.000, 0.000, 0.001, 0.000], "s_squared": 6.053, "multiplicity": 5, "total_charge": 3, "energy_ev": -70592.6976, "e_homo_ev": [-17.1, -18.2], "largest_force_ev_per_a": 5.16, "de_lowest_kj_mol": 50.2}



Record 2
{"formula": "C19H45I2O7S5", "method": "wB97M-V/def2-TZVPD", "species": ["C", "C", "C", "O", "O", "C", "C", "C", "I", "C", "C", "C", "I", "H", "H", "H", "H", "H", "H", "H", "H", "H", "H", "H", "H", "H", "H", "H", "C", "S", "O", "C", "H", "H", "H", "H", "H", "H", "C", "S", "O", "C", "H", "H", "H", "H", "H", "H", "C", "S", "O", "C", "H", "H", "H", "H", "H", "H", "C", "S", "O", "C", "H", "H", "H", "H", "H", "H", "C", "S", "O", "C", "H", "H", "H", "H", "H", "H"], "coordinates": [[3.403, -3.676, 1.845], [3.150, -2.164, 1.684], [2.598, -1.844, 0.318], [3.299, -1.634, -0.652], [1.251, -1.768, 0.259], [0.581, -2.871, -0.393], [-0.830, -2.468, -0.752], [-1.852, -2.121, 0.360], [-1.200, -2.962, 2.329], [-3.152, -2.831, 0.017], [-4.339, -2.483, 0.913], [-5.478, -3.500, 0.909], [-5.012, -5.302, 1.950], [2.690, -4.265, 1.264], [4.414, -3.932, 1.518], [3.303, -3.956, 2.895], [4.070, -1.591, 1.809], [2.443, -1.842, 2.454], [0.592, -3.753, 0.258], [1.146, -3.109, -1.307], [-1.218, -3.298, -1.373], [-0.729, -1.579, -1.390], [-3.059, -3.934, -0.096], [-3.391, -2.455, -0.992], [-4.781, -1.537, 0.570], [-3.993, -2.323, 1.939], [-6.372, -3.082, 1.370], [-5.738, -3.769, -0.119], [4.158, 1.927, 1.789], [5.791, 1.401, 1.254], [6.065, 0.104, 1.936], [6.702, 2.654, 2.172], [3.436, 1.237, 1.356], [4.099, 1.891, 2.878], [3.968, 2.935, 1.421], [6.470, 2.571, 3.234], [6.435, 3.640, 1.792], [7.761, 2.470, 2.007], [-10.362, -0.427, -0.280], [-8.575, -0.631, -0.254], [-8.315, -2.067, -0.533], [-8.341, -0.409, 1.507], [-10.693, -0.599, -1.302], [-10.818, -1.158, 0.387], [-10.617, 0.587, 0.027], [-8.923, -1.148, 2.056], [-8.633, 0.596, 1.810], [-7.279, -0.556, 1.696], [7.130, 1.862, -4.148], [5.641, 2.317, -3.259], [6.025, 2.452, -1.826], [4.825, 0.725, -3.408], [7.798, 2.718, -4.119], [7.596, 1.010, -3.651], [6.888, 1.636, -5.184], [5.454, -0.046, -2.964], [4.633, 0.516, -4.460], [3.885, 0.780, -2.864], [7.012, 6.361, -7.521], [7.870, 5.101, -6.568], [6.920, 3.971, -6.404], [7.858, 6.002, -5.012], [6.871, 5.970, -8.526], [6.045, 6.562, -7.061], [7.620, 7.264, -7.559], [6.828, 6.226, -4.733], [8.441, 6.917, -5.118], [8.312, 5.364, -4.256], [-8.656, -1.288, 6.551], [-8.060, 0.135, 5.631], [-9.029, 0.361, 4.524], [-6.636, -0.686, 4.909], [-9.582, -0.998, 7.044], [-8.843, -2.110, 5.861], [-7.914, -1.573, 7.297], [-6.966, -1.553, 4.337], [-5.949, -0.987, 5.700], [-6.142, 0.025, 4.251]], "atomic_forces_ev_per_a": [[0.154, 0.134, -0.049], [-0.033, 0.244, 0.270], [0.357, 0.271, -0.473], [-0.359, -0.254, 0.465], [0.043, -0.269, 0.242], [0.050, 0.024, -0.576], [-0.135, -0.064, 0.476], [-0.031, 0.285, -0.320], [0.068, -0.267, 0.251], [0.091, 0.218, -0.164], [-0.163, -0.143, 0.222], [0.069, 0.700, -0.549], [-0.058, -0.101, 0.055], [0.015, 0.004, 0.138], [-0.137, -0.017, -0.060], [0.008, -0.033, -0.119], [0.099, -0.139, 0.034], [-0.091, -0.008, -0.264], [-0.012, 0.214, 0.085], [-0.091, 0.082, 0.086], [0.151, -0.005, -0.100], [-0.156, -0.157, -0.098], [-0.033, 0.044, 0.120], [0.005, -0.157, 0.029], [0.120, -0.039, 0.061], [0.006, 0.011, -0.068], [0.027, -0.247, 0.075], [-0.005, -0.186, 0.231], [-0.052, 0.035, 0.045], [0.024, -0.207, -0.113], [0.013, 0.028, 0.157], [-0.034, 0.096, 0.060], [0.015, -0.013, -0.021], [0.026, -0.028, -0.006], [-0.010, -0.009, -0.030], [-0.014, -0.037, -0.013], [0.018, 0.002, -0.019], [-0.003, -0.022, -0.022], [-0.062, 0.054, 0.140], [0.105, -0.010, -0.106], [-0.024, -0.079, -0.050], [-0.049, 0.052, 0.054], [0.039, -0.007, -0.014], [0.026, -0.016, 0.001], [-0.003, 0.001, 0.000], [-0.015, -0.008, -0.030], [0.006, -0.007, 0.012], [0.011, 0.004, -0.016], [0.114, -0.168, 0.049], [-0.115, -0.099, -0.010], [0.100, 0.193, 0.009], [-0.025, -0.026, -0.041], [0.004, 0.039, -0.022], [-0.072, 0.005, 0.047], [-0.013, 0.057, -0.034], [0.003, 0.023, 0.036], [-0.012, 0.006, 0.001], [0.007, -0.005, 0.023], [-0.022, 0.068, -0.028], [-0.019, 0.022, 0.046], [-0.006, -0.009, -0.082], [0.015, 0.063, 0.038], [0.010, -0.024, 0.003], [0.003, -0.031, 0.018], [0.005, -0.003, -0.008], [-0.012, -0.033, -0.022], [0.008, -0.003, 0.007], [0.004, -0.022, -0.015], [-0.015, -0.055, 0.039], [0.120, -0.058, -0.018], [-0.095, 0.024, -0.041], [0.028, -0.009, -0.001], [-0.002, 0.025, -0.008], [0.012, 0.019, -0.026], [0.001, 0.003, 0.000], [-0.020, -0.001, 0.010], [0.016, 0.005, -0.012], [0.003, 0.017, 0.010]], "mulliken_charge": [-1.182, 0.118, 0.446, -0.657, -0.048, -0.814, -0.271, -0.886, -0.376, -0.641, 0.063, -0.993, -0.050, 0.296, 0.355, 0.305, 0.051, 0.308, 0.330, 0.464, 0.264, 0.215, 0.309, 0.246, 0.160, 0.195, 0.344, 0.417, -0.841, 0.704, -0.672, -1.014, 0.158, 0.318, 0.387, 0.317, 0.344, 0.310, -0.979, 0.464, -0.586, -0.812, 0.342, 0.294, 0.361, 0.346, 0.488, 0.095, -0.905, 0.466, -0.541, -0.966, 0.146, 0.400, 0.363, 0.273, 0.425, 0.314, -0.961, 0.460, -0.539, -0.927, 0.316, 0.307, 0.378, 0.288, 0.405, 0.298, -0.926, 0.434, -0.581, -0.852, 0.319, 0.297, 0.357, 0.209, 0.445, 0.306], "multiplicity": 1, "total_charge": -1, "energy_ev": -105138.2908, "e_homo_ev": -2.3, "largest_force_ev_per_a": 0.89, "de_lowest_kj_mol": 0.0}



Record 3
{"formula": "C19H45N6O7Zr", "method": "wB97M-V/def2-TZVPD", "species": ["Zr", "C", "O", "H", "H", "H", "C", "O", "N", "C", "C", "H", "H", "H", "H", "H", "H", "H", "C", "O", "N", "C", "C", "H", "H", "H", "H", "H", "H", "H", "C", "O", "N", "C", "C", "H", "H", "H", "H", "H", "H", "H", "C", "O", "N", "C", "C", "H", "H", "H", "H", "H", "H", "H", "C", "O", "N", "C", "C", "H", "H", "H", "H", "H", "H", "H", "C", "O", "N", "C", "C", "H", "H", "H", "H", "H", "H", "H"], "coordinates": [[3.245, -2.164, -2.032], [0.477, -0.253, -1.097], [1.584, -0.922, -1.625], [0.429, -0.444, -0.019], [0.438, 0.822, -1.282], [-0.437, -0.687, -1.517], [0.570, -4.298, -1.881], [1.714, -3.726, -1.709], [0.439, -5.391, -2.562], [-0.783, -6.190, -2.617], [1.535, -5.837, -3.426], [-0.329, -4.073, -1.301], [-0.504, -7.222, -2.808], [-1.414, -5.825, -3.429], [-1.365, -6.084, -1.705], [2.062, -6.653, -2.925], [1.109, -6.210, -4.353], [2.303, -5.093, -3.614], [2.942, -2.455, 3.307], [3.355, -3.199, 4.150], [2.223, -1.335, 3.571], [1.696, -0.462, 2.556], [1.642, -1.062, 4.867], [3.167, -2.620, 2.233], [0.604, -0.501, 2.478], [2.133, -0.745, 1.593], [1.979, 0.575, 2.763], [0.546, -1.068, 4.844], [1.939, -1.705, 5.690], [1.913, -0.048, 5.181], [-0.538, 3.689, -1.672], [-1.698, 3.451, -1.406], [-0.019, 4.942, -1.759], [-0.839, 6.115, -1.495], [1.412, 5.095, -1.755], [0.304, 2.979, -1.805], [-0.588, 6.969, -2.117], [-0.793, 6.370, -0.433], [-1.874, 5.831, -1.668], [1.805, 4.946, -0.739], [1.955, 4.311, -2.296], [1.749, 6.024, -2.206], [-3.357, -3.476, -0.476], [-3.082, -4.307, -1.330], [-3.785, -2.217, -0.705], [-4.134, -1.321, 0.371], [-3.881, -1.658, -2.044], [-3.281, -3.660, 0.610], [-4.271, -1.853, 1.311], [-5.034, -0.756, 0.126], [-3.373, -0.561, 0.590], [-3.753, -2.394, -2.832], [-4.929, -1.370, -2.184], [-3.299, -0.740, -2.125], [4.938, 0.408, -0.273], [4.240, -0.336, -1.040], [4.683, 1.681, -0.202], [5.620, 2.538, 0.539], [3.470, 2.271, -0.775], [5.828, 0.143, 0.295], [6.154, 3.183, -0.161], [6.409, 1.987, 1.045], [5.025, 3.143, 1.219], [2.620, 1.594, -0.726], [3.173, 3.018, -0.039], [3.703, 2.635, -1.770], [-5.326, 2.004, 2.566], [-6.145, 1.705, 1.738], [-3.993, 2.163, 2.305], [-2.960, 2.475, 3.263], [-3.548, 2.070, 0.929], [-5.543, 2.158, 3.635], [-3.280, 2.340, 4.294], [-2.544, 3.473, 3.110], [-2.178, 1.729, 3.086], [-3.557, 3.039, 0.423], [-2.533, 1.671, 0.874], [-4.169, 1.372, 0.377]], "atomic_forces_ev_per_a": [[-7.171, 4.339, 3.910], [-1.387, -0.370, 0.500], [5.142, -3.065, -1.898], [0.179, 0.117, -0.061], [0.512, -0.067, -0.180], [0.088, 0.032, -0.089], [-1.116, -2.000, 0.797], [3.096, 2.347, -0.971], [1.288, 1.048, -0.692], [-0.807, 0.194, -0.123], [0.266, -0.966, 0.236], [0.245, 0.735, 0.068], [0.022, -0.016, 0.135], [0.101, -0.093, -0.078], [0.121, -0.017, 0.082], [-0.196, -0.150, -0.076], [0.070, 0.078, -0.057], [-0.367, 0.343, -0.104], [0.043, 0.261, 0.540], [0.138, -0.515, 0.030], [-0.810, 0.233, -0.144], [0.473, -0.126, -0.431], [-0.187, 0.710, 1.073], [-0.091, 0.212, -0.275], [0.022, -0.118, 0.091], [-0.046, 0.035, -0.091], [-0.032, -0.007, 0.010], [0.058, -0.207, -0.311], [0.359, -0.394, -0.464], [0.081, -0.047, -0.113], [0.097, 1.749, 0.469], [0.322, -0.870, -0.200], [0.123, -0.266, -0.570], [-0.684, -0.481, 0.501], [0.893, -0.685, 0.355], [-0.410, -0.549, -0.146], [0.244, -0.096, -0.054], [0.221, 0.245, -0.059], [0.002, 0.079, -0.198], [0.005, 0.795, 0.081], [-0.588, -0.077, -0.438], [-0.206, 0.194, 0.267], [-0.352, 0.584, 0.182], [0.589, 0.100, 0.016], [0.617, -0.270, -0.302], [0.083, 0.353, 0.570], [-1.533, 0.030, 0.085], [-0.064, -0.319, -0.088], [-0.246, -0.183, -0.143], [-0.175, -0.269, 0.058], [0.228, -0.203, -0.363], [0.727, -0.077, 0.192], [0.086, 0.269, 0.027], [0.303, -0.181, -0.219], [0.356, 1.630, -0.269], [-0.736, -3.433, -1.273], [0.264, -1.121, 0.513], [-0.060, 0.708, -0.331], [0.073, 0.156, 0.987], [-0.125, -0.877, -0.175], [-0.292, 0.137, -0.074], [-0.344, -0.321, 0.188], [0.280, 0.035, 0.190], [0.359, -0.483, -0.493], [0.198, 0.624, -0.584], [-0.356, 0.286, 0.003], [0.223, 0.059, 1.038], [-0.096, -0.069, -0.335], [0.521, 0.016, -0.989], [-0.127, -0.588, 0.135], [0.031, -0.193, -0.145], [-0.200, 0.003, -0.037], [-0.284, 0.225, -0.065], [-0.050, 0.034, 0.023], [0.251, 0.216, 0.139], [-0.008, 0.027, -0.015], [0.108, 0.224, 0.241], [-0.366, 0.309, -0.005]], "mulliken_charge": [2.183, 0.215, -0.383, 0.073, -0.246, 0.287, 0.197, -0.726, 0.141, -0.915, -0.818, 0.379, 0.386, 0.357, 0.379, 0.391, 0.400, 0.152, 0.292, -0.502, 0.099, -0.541, -0.987, 0.121, 0.354, -0.179, 0.336, 0.339, 0.340, 0.331, 0.524, -0.607, 0.094, -0.937, -0.897, -0.167, 0.323, 0.344, 0.316, 0.301, 0.275, 0.359, 0.158, -0.603, 0.211, -0.875, -1.027, 0.307, 0.317, 0.379, 0.166, 0.314, 0.395, 0.310, 0.112, -0.671, 0.160, -0.807, -0.806, 0.447, 0.357, 0.347, 0.308, 0.017, 0.370, 0.421, 0.132, -0.454, 0.254, -0.761, -0.928, 0.335, 0.351, 0.306, 0.213, 0.445, 0.152, 0.265], "multiplicity": 1, "total_charge": 3, "energy_ev": -44955.3197, "e_homo_ev": -14.9, "largest_force_ev_per_a": 9.25, "de_lowest_kj_mol": 0.0}